10 unconnected molecules or ions with the total composition C60H180N30O10P10. Source: OMol25; level of theory: ωB97M-V/def2-TZVPD.

The geometry in ORCA input format:
```
! RIJCOSX wB97M-V def2-TZVPD def2/J DEFGRID3
* xyz 0 1
C -5.41203 3.33931 -3.81178
N -5.08090 1.97278 -4.22506
C -5.17363 1.00136 -3.17122
P -5.09122 1.65264 -5.81228
O -4.43706 2.63939 -6.70639
N -4.36176 0.08846 -6.03715
C -2.95050 -0.13123 -5.66920
C -4.87267 -0.81025 -7.08131
N -6.87105 1.43885 -6.13130
C -7.50837 1.77340 -7.45156
C -7.73724 0.64059 -5.35514
H -4.99893 3.65732 -2.85453
H -6.46256 3.62105 -3.74029
H -5.02589 4.05492 -4.53766
H -4.66160 1.25958 -2.24427
H -4.61200 0.11952 -3.47946
H -6.17968 0.63011 -2.97593
H -2.61623 0.38670 -4.77025
H -2.82732 -1.20278 -5.51201
H -2.32303 0.18255 -6.50342
H -5.01422 -0.39701 -8.07996
H -4.31812 -1.73917 -7.21426
H -5.86229 -1.16715 -6.79603
H -7.08447 2.71754 -7.79361
H -7.17666 0.95302 -8.08800
H -8.59711 1.82026 -7.42797
H -7.40797 -0.39776 -5.31627
H -8.76890 0.56802 -5.69939
H -7.98272 1.02689 -4.36589
C -3.13596 7.37576 -3.92746
N -1.97589 7.48330 -3.10792
C -1.17098 6.24051 -2.81327
P -1.66823 9.06617 -2.46187
O -2.59233 10.17951 -2.74246
N -1.49672 8.76205 -0.78841
C -2.68192 8.99639 0.07245
C -0.48930 7.88166 -0.18948
N -0.10832 9.30834 -2.96318
C 0.61939 10.45173 -2.20588
C 0.39302 9.19348 -4.39611
H -3.45215 6.34449 -4.08436
H -2.79586 7.57324 -4.94405
H -3.94036 7.98613 -3.51698
H -0.12725 6.52794 -2.68632
H -1.39135 5.59154 -3.66084
H -1.56091 5.84878 -1.87380
H -3.36650 9.49066 -0.61685
H -3.25779 8.13804 0.41842
H -2.38570 9.69066 0.85880
H -0.78916 6.84095 -0.06657
H 0.42607 7.93620 -0.77874
H -0.31998 8.36852 0.77094
H 1.67211 10.43348 -2.48789
H 0.23060 11.40261 -2.57029
H 0.54348 10.23042 -1.14129
H 0.54915 8.12700 -4.55839
H 1.22878 9.78874 -4.76390
H -0.45592 9.35027 -5.06156
C 4.93329 -2.42985 5.08052
N 6.13138 -3.25080 4.96904
C 6.86223 -3.23476 6.27719
P 7.03506 -3.34490 3.55771
O 8.28994 -4.10136 3.59378
N 5.87152 -4.00780 2.47190
C 6.30653 -3.89707 1.04341
C 5.20825 -5.18331 2.89924
N 7.25148 -1.67588 3.17300
C 8.60194 -1.15036 2.95530
C 6.17774 -0.91407 2.46140
H 4.96876 -1.36655 4.84338
H 4.45667 -2.65290 6.03508
H 4.11491 -2.80435 4.46563
H 7.18212 -2.23972 6.58650
H 7.76990 -3.83742 6.30915
H 6.41328 -3.66424 7.17278
H 7.27516 -3.40642 0.94795
H 6.29277 -4.84380 0.50339
H 5.57464 -3.40388 0.40372
H 4.46277 -5.32073 2.11599
H 5.91404 -6.00945 2.81290
H 4.80707 -5.12823 3.91123
H 8.49734 -0.08467 3.15896
H 9.38133 -1.61537 3.55896
H 9.10465 -1.23626 1.99197
H 6.07713 -1.08349 1.38936
H 6.25240 0.15206 2.67561
H 5.27525 -1.27388 2.95552
C 1.31465 -3.75557 -6.20651
N 1.46838 -3.95948 -7.65078
C 0.72540 -5.06425 -8.11313
P 1.84736 -2.59284 -8.68521
O 0.58589 -2.04857 -9.35542
N 2.74965 -1.31262 -7.88789
C 3.93898 -0.70162 -8.55430
C 1.94881 -0.46372 -7.00763
N 2.97679 -3.21980 -9.77898
C 2.66898 -3.74935 -11.10098
C 4.10291 -3.94821 -9.09026
H 1.14663 -4.72431 -5.73597
H 0.42818 -3.18474 -5.93006
H 2.22933 -3.29395 -5.83451
H -0.29428 -4.68765 -8.19390
H 0.93700 -5.90596 -7.45369
H 1.16967 -5.46195 -9.02558
H 4.55532 -0.24050 -7.78255
H 4.56421 -1.37276 -9.14316
H 3.65516 0.17489 -9.13678
H 0.99452 -0.14669 -7.42825
H 1.79867 -0.98870 -6.06425
H 2.36606 0.42518 -6.53448
H 2.45209 -2.85494 -11.68501
H 3.55444 -4.14376 -11.59949
H 1.79923 -4.40421 -11.04813
H 3.93642 -4.34548 -8.08898
H 5.05333 -3.41526 -9.11811
H 4.21305 -4.90387 -9.60278
C 2.40034 0.93986 8.99558
N 2.70394 1.36606 7.58460
C 3.84001 2.24678 7.48528
P 1.97046 0.75241 6.15019
O 2.84255 0.44690 4.97560
N 0.98287 -0.54167 6.48587
C -0.46224 -0.76423 5.92741
C 1.66547 -1.72099 6.95070
N 0.90908 2.05091 5.76531
C 0.31677 2.91715 6.82993
C 0.47663 2.27038 4.41542
H 1.38480 0.99971 9.38698
H 3.17961 1.44887 9.56282
H 2.77800 -0.06883 9.16298
H 3.88612 2.93685 8.32776
H 3.73356 2.78770 6.54497
H 4.78532 1.70453 7.46401
H -1.09523 -1.00086 6.78264
H -0.86671 0.08729 5.38022
H -0.47588 -1.62357 5.25700
H 1.10491 -2.65558 6.93036
H 2.52893 -1.92591 6.31783
H 2.13303 -1.59784 7.92760
H 0.16453 2.26223 7.68784
H 1.05596 3.67289 7.09557
H -0.71281 3.05143 6.49820
H 0.05520 1.35541 3.99910
H 1.15208 2.70226 3.67695
H -0.35803 2.97128 4.40152
C -1.42244 -7.40050 3.80364
N -0.56189 -7.18753 2.59390
C -1.09875 -7.80403 1.29739
P 0.32407 -5.66907 2.45496
O -0.60395 -4.46089 2.29099
N 1.17645 -5.69559 3.93636
C 1.34876 -4.41491 4.73817
C 1.96361 -6.90088 4.27658
N 1.53040 -5.83673 1.30128
C 2.18553 -7.07587 0.79124
C 1.61909 -4.65408 0.37192
H -0.85929 -7.19517 4.71403
H -1.83054 -8.41098 3.78132
H -2.21992 -6.65909 3.75447
H -1.47447 -7.12204 0.53462
H -1.98946 -8.36324 1.58378
H -0.34255 -8.45517 0.85889
H 0.45433 -4.16737 5.30985
H 2.21822 -4.55238 5.38100
H 1.46193 -3.63232 3.98794
H 2.08306 -6.98048 5.35708
H 1.37888 -7.75429 3.93324
H 2.98749 -6.90776 3.90277
H 3.25817 -6.99153 0.96571
H 1.98522 -7.94629 1.41600
H 1.92872 -7.21916 -0.25834
H 0.95370 -4.48896 -0.47549
H 2.67258 -4.65256 0.09217
H 1.62385 -3.73464 0.95733
C -7.10899 -2.50967 -0.14384
N -7.97693 -3.31999 -1.07140
C -8.87158 -2.47152 -1.89409
P -7.68098 -5.03524 -1.21341
O -7.12497 -5.54226 0.05619
N -9.17636 -5.59531 -1.76523
C -10.39908 -5.23435 -0.95765
C -9.21720 -7.06154 -2.21948
N -6.64638 -5.28954 -2.54593
C -5.50045 -6.24259 -2.48390
C -6.81738 -4.45797 -3.78813
H -6.90611 -3.03193 0.79114
H -7.66949 -1.62895 0.16966
H -6.13127 -2.45772 -0.62286
H -9.75918 -2.99572 -2.24833
H -8.24257 -2.22303 -2.74890
H -9.20098 -1.54443 -1.42496
H -10.36007 -5.80790 -0.03158
H -10.45724 -4.19401 -0.63766
H -11.38525 -5.42175 -1.38246
H -9.08627 -7.25805 -3.28359
H -8.56084 -7.63930 -1.56872
H -10.18740 -7.53794 -2.07852
H -5.81763 -7.13239 -3.02773
H -4.52238 -5.87781 -2.79761
H -5.42043 -6.67787 -1.48780
H -6.14006 -3.60489 -3.74824
H -7.84667 -4.11098 -3.87899
H -6.59012 -5.02618 -4.69012
C -5.79730 2.86776 2.74188
N -5.43545 1.95269 1.66138
C -6.43876 0.98046 1.20486
P -3.88218 1.43180 1.35546
O -3.68411 0.57337 0.13675
N -2.87431 2.79209 1.28283
C -1.39022 2.64683 1.27961
C -3.24255 4.09253 0.55219
N -3.39216 0.60604 2.67880
C -3.04191 -0.85504 2.58664
C -3.67726 1.11046 4.06724
H -4.82076 3.17634 3.11504
H -6.47041 2.26635 3.35289
H -6.39102 3.70107 2.36612
H -6.20184 0.88164 0.14552
H -7.49222 1.24732 1.12061
H -6.44427 0.05134 1.77476
H -0.84717 3.57480 1.45868
H -1.07849 1.98671 2.08903
H -1.13818 2.27484 0.28653
H -3.93183 3.86059 -0.25972
H -3.76595 4.83293 1.15713
H -2.33553 4.35657 0.00843
H -2.05283 -1.20976 2.87646
H -3.86287 -1.51560 2.86555
H -2.86750 -1.29904 1.60657
H -3.36965 2.15383 4.13686
H -3.10509 0.72341 4.91040
H -4.74162 0.90561 4.18249
C 4.28936 6.03924 5.01364
N 5.66887 6.23328 4.42571
C 6.19385 7.61019 4.59832
P 6.69134 4.92782 3.84424
O 7.73846 5.39888 2.84212
N 7.37003 4.26222 5.27944
C 6.57540 4.09914 6.48708
C 8.76924 3.72338 5.39469
N 5.54389 3.72607 3.16774
C 5.53920 3.40875 1.70209
C 4.55819 2.89239 3.85813
H 4.38488 5.66719 6.03372
H 3.68541 5.28828 4.50433
H 3.68593 6.94641 4.98162
H 7.20067 7.75309 4.20591
H 6.22665 7.90974 5.64584
H 5.46261 8.26030 4.11797
H 6.94485 3.36836 7.20650
H 6.41072 5.09093 6.90820
H 5.52296 3.81700 6.45758
H 9.50923 4.34465 5.89919
H 8.74843 2.81865 6.00226
H 9.21641 3.46479 4.43486
H 6.39775 3.74619 1.12146
H 5.49728 2.33005 1.55123
H 4.66374 3.90799 1.28685
H 3.77415 3.52152 4.27952
H 4.93054 2.16961 4.58411
H 4.06241 2.17511 3.20404
C 3.40641 1.12389 -2.93802
N 2.24421 0.90411 -2.13757
C 1.55962 2.09325 -1.82321
P 1.77292 -0.70940 -1.67601
O 2.37264 -1.73751 -2.57901
N 2.41399 -0.75881 -0.08553
C 3.65108 -1.51390 0.20941
C 2.22005 0.35135 0.93908
N 0.03347 -0.83753 -1.52236
C -0.85005 -0.23993 -2.57544
C -0.65779 -1.41063 -0.34388
H 4.36375 0.76886 -2.55651
H 3.55337 2.20074 -3.02107
H 3.54812 0.69549 -3.93023
H 1.35532 2.72017 -2.69116
H 2.08646 2.59506 -1.01158
H 0.54312 1.82447 -1.53585
H 3.57924 -2.54450 -0.13817
H 4.51793 -1.05175 -0.26290
H 3.83083 -1.59327 1.28155
H 2.47203 1.37228 0.65217
H 1.22705 0.31760 1.38732
H 2.74060 0.16232 1.87791
H -0.32213 0.35575 -3.32014
H -1.66771 -0.84067 -2.97375
H -1.36998 0.58270 -2.08447
H 0.04528 -1.75489 0.41459
H -1.27809 -2.23508 -0.69548
H -1.36717 -0.72387 0.11788
*
```

Results
E_LUMO, eV: 0.08
Orbital gap, eV: 8.2
SMILES: CN(C)P(=O)(N(C)C)N(C)C.CN(C)P(=O)(N(C)C)N(C)C.CN(C)P(=O)(N(C)C)N(C)C.CN(C)P(=O)(N(C)C)N(C)C.CN(C)P(=O)(N(C)C)N(C)C.CN(C)P(=O)(N(C)C)N(C)C.CN(C)P(=O)(N(C)C)N(C)C.CN(C)P(=O)(N(C)C)N(C)C.CN(C)P(=O)(N(C)C)N(C)C.CN(C)P(=O)(N(C)C)N(C)C
Relative energy (zero: lowest compared OMol25 entry of this formula, charge and spin), kJ/mol: 1162.4
F_max, eV Å⁻¹: 4.0

A molecular structure, C32H32Cl5IrN3O3P. Source: OMol25; level of theory: ωB97M-V/def2-TZVPD.

The geometry in ORCA input format:
```
! RIJCOSX wB97M-V def2-TZVPD def2/J DEFGRID3
* xyz 2 1
Ir -0.72870 0.46610 -0.08897
C -1.00202 -4.21812 3.09282
N -0.50665 -2.86323 2.98058
C 0.55927 -2.45856 3.87882
C -0.93805 -2.00250 2.06439
O -0.38554 -0.91717 1.86100
C -2.16536 -2.43941 1.25488
O -2.57001 -1.46108 0.31478
C -3.82065 -0.83412 0.53032
C -3.66185 0.56746 1.13781
O -2.52553 1.02122 1.32882
N -4.75539 1.25683 1.42500
C -6.10684 0.83791 1.13830
C -4.64409 2.60841 1.93994
H -0.38789 -4.76262 3.80221
H -2.03404 -4.24215 3.44621
H -0.94376 -4.73650 2.13631
H 0.38534 -2.90181 4.85590
H 1.52885 -2.79041 3.50562
H 0.55845 -1.37332 3.96729
H -1.92171 -3.35189 0.69502
H -2.97164 -2.68242 1.95267
H -4.28407 -0.73407 -0.45836
H -4.46149 -1.45657 1.16460
H -6.18916 -0.23240 0.98125
H -6.75408 1.11096 1.97297
H -6.47167 1.34884 0.24359
H -3.59939 2.84423 2.11842
H -5.05719 3.31245 1.21788
H -5.19746 2.69833 2.87238
N -0.75693 -0.90108 -2.10183
C 0.46969 -0.86128 -2.83987
C 0.47673 -1.10070 -4.20797
C 1.67684 -1.16689 -4.89402
C 2.87901 -0.99584 -4.22467
C 2.87928 -0.69571 -2.87509
C 1.67473 -0.60491 -2.18523
P 1.65378 -0.13830 -0.41961
C 2.66932 1.34172 -0.22738
C 2.89811 2.23806 -1.26860
C 3.61460 3.39690 -1.02116
C 4.08230 3.67228 0.25434
C 3.82321 2.79875 1.30144
C 3.10611 1.64401 1.06655
C 2.60790 -1.49508 0.31022
C 1.96823 -2.72534 0.44498
C 2.65433 -3.80762 0.96229
C 3.97966 -3.66998 1.34887
C 4.62330 -2.45369 1.18875
C 3.94607 -1.36541 0.66957
H -1.54049 -0.60266 -2.68630
H -0.95159 -1.84824 -1.78108
H -0.45957 -1.25054 -4.72563
H 1.67024 -1.36910 -5.95291
H 3.80995 -1.08383 -4.75844
H 3.80818 -0.52533 -2.35027
H 2.53815 2.01709 -2.26454
H 3.80852 4.08913 -1.82605
H 4.65162 4.56820 0.43635
H 4.17033 3.02605 2.29780
H 2.88123 0.96151 1.87606
H 0.93429 -2.82010 0.13367
H 2.16399 -4.76281 1.07143
H 4.51160 -4.51620 1.75811
H 5.65618 -2.35397 1.47584
H 4.45685 -0.42317 0.52849
Cl 0.26313 3.09213 0.86710
C -0.44135 3.37681 -0.67721
C -1.12482 2.29181 -1.23718
C -1.80748 2.55287 -2.42597
Cl -2.77692 1.33307 -3.13307
C -1.78055 3.79593 -3.05937
Cl -2.65199 4.06343 -4.50680
C -1.01734 4.83334 -2.49931
Cl -0.94170 6.35027 -3.26919
C -0.33212 4.61899 -1.29215
Cl 0.62773 5.86100 -0.61343
*
```

Results
E_LUMO, eV: -7.10
Orbital gap, eV: 6.4
F_max, eV Å⁻¹: 2.4

no.,E_HOMO (eV)
1,-8.08
2,-13.45